Density functional theory data (wB97M-V/def2-TZVPD) for a molecular structure, C21H21F3N3O2Se2Tb in a non-equilibrium geometry.

Properties
Spin multiplicity: 7
Frontier orbital gap (spin up / spin down), hartree: 0.2848 / 0.2938
Total charge: +2

Positions of all 53 atoms, in Å:
Tb -0.44197 0.29748 -1.50155
Se -1.47192 3.26797 -0.95253
Se -1.44673 2.35985 1.22822
C -2.68540 0.91007 0.91192
C -3.72883 0.74936 1.80880
C -4.60778 -0.31077 1.61730
C -4.43250 -1.14791 0.52802
C -3.37282 -0.90393 -0.33141
N -2.50264 0.09589 -0.13374
C 0.42687 3.38170 -1.27114
C 1.03956 4.61908 -1.32127
C 2.38517 4.66524 -1.67451
C 3.05441 3.48695 -1.95163
C 2.35957 2.28870 -1.87285
N 1.06789 2.23895 -1.54154
H -3.87600 1.45179 2.61755
H -5.43676 -0.45750 2.29682
H -5.10751 -1.96731 0.32867
H -3.20294 -1.51263 -1.21255
H 0.48447 5.51918 -1.09871
H 2.89707 5.61633 -1.73266
H 4.09741 3.48566 -2.23222
H 2.83906 1.34134 -2.08781
F -2.86850 0.92524 -3.32663
C -1.87366 0.79857 -4.24259
F -1.18066 1.94977 -4.20963
F -2.39728 0.63449 -5.43585
C -0.94390 -0.36685 -3.75039
O 0.27818 -0.12002 -3.73211
O -1.47200 -1.20237 -2.97357
C -0.62290 -2.19938 2.33880
N 0.37569 -1.41959 3.12580
C 1.24175 -2.33497 3.92797
C 1.17403 -0.42955 2.26623
C 1.73720 -1.07495 1.04045
C 2.92986 -1.78355 1.18151
C 3.46454 -2.51036 0.12683
C 2.80575 -2.52609 -1.08599
C 1.64213 -1.77380 -1.24649
C 1.09030 -1.01529 -0.20908
H -1.25176 -2.75002 3.03375
H -0.08579 -2.87739 1.68143
H -1.21645 -1.50868 1.74397
H -0.14670 -0.84674 3.78866
H 1.80968 -2.95382 3.23904
H 0.60091 -2.95801 4.54644
H 1.90714 -1.73966 4.54754
H 1.95346 -0.05375 2.92832
H 0.47768 0.37702 2.03781
H 3.46453 -1.75994 2.12448
H 4.38778 -3.05735 0.25985
H 3.19742 -3.10042 -1.91448
H 1.18388 -1.79803 -2.23325

---

Density functional theory data (wB97M-V/def2-TZVPD) for 6 unconnected molecules or ions with the total composition H10O4S2 in a non-equilibrium geometry.

Properties
Frontier orbital gap, hartree: 0.1190
Total charge: 0

Positions of all 16 atoms, in Å:
S 0.41648 -1.45853 1.68541
S -0.65505 2.20489 -0.68543
H 0.45913 -1.81748 2.94159
H -1.51593 3.22092 -0.79322
H 1.72578 1.80445 0.50935
H 1.12281 0.36048 0.81146
O 1.94666 0.82578 0.65506
H -2.01118 -0.47381 1.40580
H -2.45973 0.70370 0.51067
O -2.77539 0.13873 1.23957
H -0.01223 1.84956 -2.69093
H 1.52949 1.62606 -2.64872
O 0.80114 1.82930 -3.20766
H 0.93696 -3.66794 -0.46548
H 0.21762 -3.20607 0.65325
O 0.27345 -3.94002 0.07928

---

Density functional theory data (wB97M-V/def2-TZVPD) for a gas-phase ion, C4H7N2 (charge +1) in a non-equilibrium geometry.

Properties
Spin multiplicity: 3
Frontier orbital gap (spin up / spin down), hartree: 0.2429 / 0.3541
Total charge: +1

Positions of all 13 atoms, in Å:
C -1.91543 0.71784 0.63200
C -2.21518 0.29392 -0.56040
C 0.43846 -0.11855 0.15199
C 1.27343 -0.96218 -0.84931
N -0.87563 -0.26578 0.14713
N 1.10463 0.56088 1.01753
H -1.91830 1.38387 1.49827
H -2.68960 0.14582 -1.49840
H 0.82213 -0.62258 -1.72710
H 2.28033 -0.65363 -0.59476
H 1.09561 -2.03747 -0.78162
H 2.04525 0.29696 1.13458
H 0.55431 1.26090 1.43009

---

Table of energy above the lowest of the compared OMol25 structures with the same formula, charge and spin (kcal per mole), in record order: 61.4 159.9 77.8